Record 1
An isolated molecule of C5H8N2. Source: the OMol25 dataset; level of theory: ωB97M-V/def2-TZVPD.

Geometry as XYZ:
```
15
Properties=species:S:1:pos:R:3:forces:R:3
C -2.0774 -1.2819 -0.9670 -0.1330 -0.0499 -0.2810
N -0.8253 -0.6174 -0.7897 0.5269 0.1980 0.1402
C 0.3143 -0.4520 -1.4730 -0.1533 -0.0699 0.0602
C 1.2570 0.2055 -0.6570 -0.0038 0.0147 -0.0036
C 0.6262 0.4570 0.5421 -0.1121 -0.0928 -0.0288
C 1.1046 1.0970 1.8041 0.0403 0.0374 0.0261
N -0.6228 -0.0535 0.4197 0.1204 0.0172 0.0626
H -1.9686 -2.0708 -1.7114 0.0070 0.2122 -0.0248
H -2.8285 -0.5326 -1.2363 0.0467 -0.1917 0.0183
H -1.3487 -0.2604 1.0911 0.0465 0.0587 0.0477
H 0.3905 -0.7646 -2.5043 -0.1049 -0.0124 0.1996
H 2.2715 0.4794 -0.9114 -0.1882 -0.0549 -0.0071
H 0.3778 1.8208 2.1873 0.1004 -0.1020 -0.0827
H 2.0444 1.6219 1.6176 -0.1388 -0.0719 0.0252
H 1.2852 0.3516 2.5880 -0.0543 0.1074 -0.1519
```
Positions in Å, forces in eV/Å.

Computed properties:
Highest occupied orbital energy (spin up / spin down)   -0.235 / -0.235 hartree
Gap between HOMO and LUMO (spin up / spin down)   7.19 / 7.19 eV
Energy above the lowest of the compared OMol25 structures with the same formula, charge and spin   3.0657 eV
Multiplicity   1
LUMO (spin up / spin down)   0.79 / 0.79 eV
DFT total energy   -304.72283 hartree

Löwdin population analysis, charges in e, atoms 1 to 2: -0.1249, -0.2137

---

Record 2
A structure of composition C26H47AsCl4F3N3Na3O8S2. Source: the OMol25 dataset; level of theory: ωB97M-V/def2-TZVPD.

Geometry as XYZ:
```
97
Properties=species:S:1:pos:R:3:forces:R:3
O -3.4285 -1.3047 -0.6632 0.2397 -0.1230 0.2154
C -2.8026 -0.9199 -1.8638 -0.0679 0.8438 -0.5597
C -3.4438 0.3599 -2.4187 -0.6219 -1.2796 0.2334
As -3.0677 2.0317 -1.1886 -0.2806 0.9494 -1.4625
C -1.1238 2.0645 -1.6856 0.0981 0.3530 0.0196
C -0.1334 1.8931 -0.5390 0.1091 -0.5488 -0.4086
C 0.2623 0.4550 -0.1626 0.2126 0.3703 0.6616
C -0.5041 -0.1783 1.0267 -0.0727 -0.1991 -0.7581
S 0.6809 -0.8942 2.1964 -0.5809 -0.2537 -0.1585
C -0.1629 -2.3007 2.7582 -0.1756 -0.0738 0.2004
N 0.0856 -3.5312 2.5019 0.0295 0.0693 -0.0936
N -0.8888 -4.2661 3.1590 0.0286 0.1255 0.0208
C -1.6434 -3.4106 3.7517 0.1322 -0.6676 -0.1738
O -1.2600 -2.1345 3.5593 -0.0899 0.1558 0.1033
C -2.8562 -2.1700 -2.7464 0.5881 -0.6962 1.1211
F -2.4013 -1.9470 -4.0399 0.2934 -0.1909 0.4467
F -4.0936 -2.6715 -2.8424 -0.0265 0.2725 -0.5713
F -2.0666 -3.1241 -2.2701 -0.1533 0.0966 -0.0636
H -4.1491 -0.6911 -0.4865 -0.0429 -0.0476 -0.0765
H -1.7369 -0.7143 -1.7105 0.0459 -0.2427 0.1704
H -3.1593 0.5986 -3.4461 0.4329 0.2753 0.1356
H -4.5291 0.1756 -2.4066 -0.0589 0.2628 -0.0910
H -3.4983 2.9619 -2.3778 0.0347 -0.0696 0.0047
H -4.5782 1.9918 -0.6896 0.0803 -0.2272 0.1499
H -2.6604 1.0771 0.0277 0.2229 -0.8577 -0.4528
H -2.8753 3.3597 -0.2522 0.2135 -0.2733 0.3478
H -0.9629 3.0573 -2.1163 -0.2110 0.0448 -0.0203
H -0.9285 1.3646 -2.5031 0.0120 -0.1408 0.0887
H 0.7855 2.3854 -0.8635 0.0320 0.1037 0.1707
H -0.4423 2.4171 0.3657 -0.1280 0.1833 -0.0649
H 1.3082 0.4925 0.1537 0.0838 -0.0082 -0.2096
H 0.2508 -0.2091 -1.0254 -0.0130 -0.1059 0.0389
H -1.1552 0.5307 1.5443 0.4120 -0.1208 -0.0105
H -1.1147 -1.0072 0.6713 -0.1444 -0.0036 0.1865
H -2.5070 -3.6739 4.3379 -0.0614 0.3826 0.0968
Na -3.7369 -0.8658 -5.0770 -0.7843 0.6256 -0.7138
Na -3.0059 1.8543 1.5841 -0.3674 0.8875 1.1527
C 1.4340 -6.4844 -1.9364 0.0016 -0.0409 0.0307
O 2.5684 -6.3706 -1.1122 -0.0532 0.1272 -0.0694
C 3.5999 -5.5712 -1.6800 -0.0834 -0.1398 0.0919
C 3.6242 -4.1683 -1.1346 -0.1895 0.8261 0.2905
O 2.4218 -3.4170 -1.4661 -0.0514 -0.4307 0.1096
C 1.5435 -3.4304 -0.3515 0.1663 0.2015 -0.2150
H 0.6225 -6.8836 -1.3270 0.0270 -0.0323 0.0070
H 1.1253 -5.5154 -2.3428 0.0026 0.0005 -0.0070
H 1.6183 -7.1777 -2.7677 -0.0207 0.0462 -0.0363
H 3.4940 -5.5583 -2.7728 0.0278 0.0117 0.0050
H 4.5528 -6.0455 -1.4335 0.0007 0.0107 0.0360
H 4.4664 -3.6306 -1.5863 -0.0626 -0.0422 -0.0454
H 3.7638 -4.1335 -0.0306 0.0381 -0.3553 -0.7614
H 1.9589 -2.8045 0.4462 -0.0767 -0.1166 0.0773
H 1.3908 -4.4312 0.0530 0.0384 -0.0192 0.0154
H 0.5741 -3.0236 -0.6691 0.0473 0.0231 -0.0589
N -7.7095 4.5258 2.3154 -0.0289 -0.0617 0.0133
C -7.0895 3.5672 1.5612 0.1569 0.0298 0.0314
C -7.9208 2.4801 1.4942 0.0321 -0.0226 0.0292
C -9.0898 2.7970 2.2371 -0.0044 -0.0123 0.0004
C -8.9293 4.0647 2.7276 0.0249 0.0221 0.0165
H -7.3310 5.4288 2.5335 -0.0237 0.0128 -0.0188
H -6.1163 3.7428 1.1318 -0.0393 0.0233 -0.0828
H -7.7178 1.5617 0.9685 -0.0172 0.0091 -0.0248
H -9.9501 2.1678 2.3899 -0.0035 0.0025 -0.0041
H -9.5776 4.6753 3.3318 -0.0116 -0.0108 -0.0005
C -3.3687 3.6629 -6.7084 -0.1458 0.0999 -0.1572
Cl -3.2077 2.2889 -5.5747 0.0962 -0.0983 0.1372
Cl -4.7219 3.4043 -7.7949 0.0273 -0.0218 0.0127
Cl -3.5346 5.1554 -5.8077 0.0150 -0.0387 0.0086
H -2.4583 3.7059 -7.2915 0.0236 -0.0487 0.0292
Cl 4.5123 -4.7167 1.9363 0.0117 0.2547 0.4986
Na 2.8904 -0.1029 3.1309 1.0205 -0.2778 0.1558
O -0.0925 4.1581 1.6554 -0.0893 0.0453 0.2448
C -0.4513 5.2672 1.3547 -0.0372 -0.1830 -0.1943
O -1.1200 6.0581 2.2082 -0.0601 0.0161 0.0303
C -1.5167 7.2822 1.5502 -0.0082 0.1824 -0.0970
C -0.5606 7.4233 0.3729 0.0361 -0.0812 -0.0535
C -0.2819 5.9619 0.0211 0.1242 0.3786 0.1718
H -2.5555 7.1761 1.2327 0.0032 -0.0358 -0.0141
H -1.4483 8.0985 2.2634 0.0196 -0.0933 0.1052
H -0.9740 8.0103 -0.4435 -0.0609 -0.0292 0.0102
H 0.3617 7.9039 0.6998 -0.0140 0.0214 0.0115
H -1.0202 5.5527 -0.6725 0.0267 -0.0688 -0.0002
H 0.7188 5.7993 -0.3700 -0.0518 -0.1681 -0.0687
C 9.7970 -2.8186 2.7484 -0.0349 -0.0811 -0.0190
C 9.1780 -3.8675 1.8133 -0.0109 0.1467 0.0069
C 7.6528 -3.7020 1.8734 0.4348 -0.1749 -0.0318
S 7.3640 -1.9779 2.2655 0.0431 -0.4055 -0.2461
O 6.7447 -1.8725 3.5665 -0.2052 0.3701 0.0829
O 6.7897 -1.2888 1.1311 -0.1905 0.2824 0.1600
C 9.0865 -1.5065 2.4310 0.2337 -0.0923 0.0645
H 10.8738 -2.7311 2.6088 0.0043 0.0040 0.0114
H 9.6135 -3.0976 3.7881 0.0031 0.0314 0.0112
H 9.5309 -3.6969 0.7937 0.0099 0.0133 -0.0004
H 9.4673 -4.8784 2.0949 -0.0186 -0.0099 -0.0038
H 7.1606 -3.9274 0.9326 -0.2006 0.0173 0.1290
H 7.1974 -4.2936 2.6645 -0.1627 0.0809 -0.0690
H 9.1802 -0.7537 3.2102 -0.1154 0.0307 -0.0154
H 9.4089 -1.0991 1.4730 -0.0452 -0.0009 -0.0164
```
Positions in Å, forces in eV/Å.

Computed properties:
Total charge   +1
Highest occupied orbital energy   -0.282 hartree
Gap between HOMO and LUMO   4.08 eV
Multiplicity   1
LUMO   -3.59 eV
DFT total energy   -7444.01519 hartree

Löwdin population analysis, charges in e, atoms 1 to 2: -0.0044, -0.3551